The following is a quantum chemistry calculation of a structure of composition C19H30N3O10PTeW in a non-equilibrium geometry, from the Open Molecules 2025 dataset.

Values from the calculation:
Lowest unoccupied orbital energy (eV): -6.92
HOMO energy (eV): -14.05
Total charge: +2

XYZ file:
```
65
Properties=species:S:1:pos:R:3:mulliken_charge:R:1
W -0.048 0.294 -0.114 1.835
C -0.115 -2.089 -3.948 -0.874
N 1.022 -2.386 -3.063 0.073
C 2.211 -3.055 -3.607 -0.861
C 0.988 -1.964 -1.831 0.859
O -0.037 -1.384 -1.359 -0.774
C 2.162 -2.181 -0.895 -1.192
O 1.883 -1.521 0.320 -0.247
C 1.574 -2.290 1.458 -0.931
C 0.221 -1.868 2.021 0.829
O -0.540 -1.133 1.321 -1.053
N -0.151 -2.287 3.200 0.091
C 0.576 -3.293 3.979 -0.945
C -1.421 -1.850 3.789 -0.983
H -0.037 -2.714 -4.831 0.373
H -0.096 -1.039 -4.235 0.305
H -1.046 -2.301 -3.429 0.291
H 1.941 -3.527 -4.546 0.320
H 2.563 -3.830 -2.929 0.332
H 3.006 -2.333 -3.793 0.350
H 3.069 -1.749 -1.319 0.474
H 2.329 -3.252 -0.750 0.631
H 2.351 -2.122 2.205 0.456
H 1.537 -3.359 1.230 0.581
H 1.587 -3.439 3.616 0.425
H 0.040 -4.241 3.938 0.349
H 0.626 -2.962 5.014 0.321
H -1.755 -0.940 3.302 0.198
H -1.257 -1.662 4.848 0.439
H -2.173 -2.630 3.677 0.358
O 1.465 0.703 -1.204 -0.495
C 1.136 1.952 -0.748 -0.402
C 1.976 2.486 0.333 0.750
C 2.803 3.595 0.286 -0.907
C 3.492 3.917 1.442 -0.326
C 3.380 3.197 2.619 -0.601
C 2.539 2.095 2.669 -0.787
C 1.856 1.764 1.513 0.186
O 0.965 0.730 1.458 -0.182
N 4.383 5.102 1.418 1.022
O 4.460 5.709 0.371 -0.594
O 4.998 5.353 2.429 -0.592
H 0.730 2.621 -1.500 0.616
H 2.925 4.198 -0.602 0.622
H 3.939 3.519 3.485 0.538
H 2.413 1.524 3.578 0.534
C -3.836 -1.694 1.047 -0.898
C -4.017 -0.914 -0.223 -0.427
O -2.723 -0.361 -0.662 -0.013
P -2.499 1.155 -1.102 0.915
O -1.119 0.987 -1.771 -0.574
Te -1.843 2.295 0.865 0.043
O -3.614 1.622 -2.054 -0.406
C -3.985 3.042 -2.279 -0.229
C -3.013 3.691 -3.223 -0.926
H -4.793 -2.139 1.320 0.499
H -3.515 -1.042 1.858 0.157
H -3.109 -2.495 0.915 0.236
H -4.715 -0.086 -0.093 0.427
H -4.357 -1.533 -1.050 0.264
H -4.019 3.526 -1.302 0.301
H -4.993 2.977 -2.678 0.293
H -2.009 3.728 -2.797 0.222
H -3.334 4.716 -3.409 0.407
H -2.980 3.164 -4.175 0.296
```

---

The following is a quantum chemistry calculation of a cluster of 2 separate species, C4H12 in total in a non-equilibrium geometry, from the Open Molecules 2025 dataset.

Values from the calculation:
Energy relative to the best compared isomer or geometry (same formula, charge and spin) (eV): 0.874
Lowest unoccupied orbital energy (eV): 1.13
HOMO energy (eV): -11.23
SMILES string: CC.CC
Total charge: 0

XYZ file:
```
16
Properties=species:S:1:pos:R:3:mulliken_charge:R:1
C 0.891 1.395 -1.500 -0.858
C -0.389 0.607 -1.887 -0.948
H 0.973 2.336 -2.051 0.330
H 0.752 1.772 -0.491 0.274
H 1.828 0.857 -1.586 0.284
H -0.103 -0.435 -2.018 0.298
H -0.468 0.841 -2.963 0.352
H -1.295 0.946 -1.414 0.282
C -0.487 -0.897 0.987 -0.498
C -0.080 -1.103 2.461 -0.963
H -0.135 -1.649 0.283 0.336
H -1.509 -0.624 1.032 0.318
H 0.083 -0.069 0.574 -0.056
H 0.550 -1.967 2.667 0.277
H -0.895 -1.090 3.175 0.286
H 0.547 -0.280 2.756 0.286
```

---

The following is a quantum chemistry calculation of a cluster of 5 separate species, C21H39Cl9N2O2 in total in a non-equilibrium geometry, from the Open Molecules 2025 dataset.

Values from the calculation:
Energy relative to the best compared isomer or geometry (same formula, charge and spin) (eV): 3.492
Lowest unoccupied orbital energy (alpha / beta) (eV): 0.20 / -0.46
HOMO energy (alpha / beta) (eV): -9.01 / -9.86
Total charge: 0
Multiplicity: 3

XYZ file:
```
73
Properties=species:S:1:pos:R:3:mulliken_charge:R:1
C -14.676 33.749 -15.039 -1.787
C -14.617 35.010 -15.858 1.443
C -13.195 35.627 -15.514 -1.046
C -12.063 34.991 -16.332 -0.755
C -12.365 35.030 -17.842 -1.139
C -13.732 34.355 -18.261 1.052
N -14.867 34.762 -17.332 0.440
O -16.195 34.312 -17.795 -0.470
C -13.967 34.918 -19.708 -1.620
C -13.315 32.930 -18.344 -1.349
C -15.723 35.927 -15.288 -1.709
H -14.735 33.958 -13.971 0.473
H -13.857 33.094 -15.337 0.344
H -15.567 33.148 -15.220 0.364
H -13.105 36.707 -15.622 0.396
H -12.973 35.349 -14.483 0.373
H -12.024 33.966 -15.964 0.344
H -11.132 35.497 -16.076 0.367
H -11.550 34.730 -18.501 0.560
H -12.614 36.067 -18.068 0.376
H -13.121 34.907 -20.394 0.316
H -14.794 34.418 -20.212 0.376
H -14.348 35.936 -19.617 0.449
H -13.183 32.651 -17.299 0.287
H -14.033 32.230 -18.772 0.354
H -12.332 32.867 -18.810 0.349
H -16.654 35.369 -15.389 0.410
H -15.831 36.795 -15.939 0.416
H -15.663 36.054 -14.207 0.385
C -14.603 34.364 7.428 -1.657
C -14.371 33.696 6.022 1.156
C -15.058 32.293 6.262 -0.938
C -15.304 31.523 4.952 -0.776
C -16.198 32.373 4.040 -1.181
C -15.497 33.731 3.747 1.413
N -15.065 34.461 4.925 0.470
O -14.585 35.804 4.693 -0.484
C -14.524 33.632 2.558 -1.683
C -16.718 34.440 3.124 -1.784
C -12.804 33.655 5.892 -1.645
H -14.123 34.034 8.349 0.333
H -15.690 34.431 7.478 0.459
H -14.140 35.330 7.224 0.427
H -14.344 31.599 6.705 0.365
H -16.010 32.452 6.769 0.322
H -15.651 30.516 5.184 0.389
H -14.344 31.372 4.458 0.313
H -17.107 32.576 4.607 0.423
H -16.452 31.863 3.110 0.476
H -15.090 33.326 1.678 0.406
H -14.064 34.608 2.407 0.457
H -13.662 32.998 2.766 0.307
H -17.385 34.899 3.854 0.448
H -16.404 35.294 2.525 0.417
H -17.327 33.891 2.406 0.380
H -12.533 34.700 5.745 0.435
H -12.378 32.933 5.196 0.299
H -12.326 33.452 6.851 0.453
C -9.159 29.382 -1.811 0.041
Cl -10.394 28.157 -1.356 -0.123
Cl -9.954 30.505 -2.952 -0.119
Cl -7.823 28.592 -2.603 -0.101
H -8.807 29.948 -0.949 0.302
C -14.459 35.176 -5.354 0.045
Cl -13.908 36.776 -4.828 -0.105
Cl -13.772 34.885 -6.964 -0.117
Cl -16.262 35.127 -5.526 -0.122
H -14.154 34.373 -4.684 0.300
C -21.971 37.473 -3.008 0.059
Cl -21.771 38.142 -1.322 -0.119
Cl -21.384 38.732 -4.142 -0.108
Cl -23.648 36.886 -3.379 -0.121
H -21.411 36.544 -3.113 0.288
```

---

The following is a quantum chemistry calculation of a cluster of 12 separate species, C40H71NO35 in total in a non-equilibrium geometry, from the Open Molecules 2025 dataset.

Values from the calculation:
Lowest unoccupied orbital energy (eV): 0.11
HOMO energy (eV): -10.57
SMILES string: C[N+](=O)[O-].CCOC(=O)OC.CCOC(=O)OC.CCOC(=O)OC.CCOC(=O)OC.CCOC(=O)OC.CCOC(=O)OC.O=C1OCCO1.O=C1OCCO1.O=C1OCCO1.O=C1OCCO1.O=C1OCCO1
Total charge: 0

XYZ file:
```
147
Properties=species:S:1:pos:R:3:mulliken_charge:R:1
C -0.471 8.557 0.446 -1.146
C -1.346 7.332 0.689 0.040
O -0.645 6.519 1.566 -0.364
C -0.153 5.351 1.206 0.647
O -0.017 4.965 0.094 -0.593
O 0.269 4.711 2.312 -0.338
C 0.847 3.455 2.023 0.580
H -1.068 9.179 -0.318 0.329
H 0.507 8.301 0.090 0.302
H -0.243 9.123 1.365 0.318
H -1.564 6.772 -0.292 0.026
H -2.295 7.538 1.141 0.333
H 1.904 3.425 1.801 0.458
H 0.387 2.977 1.162 -0.373
H 0.745 2.896 2.988 -0.386
C 0.070 2.684 8.749 -1.426
C -0.245 1.811 7.537 0.548
O -1.569 1.176 7.868 -0.380
C -2.176 0.571 6.853 0.775
O -1.706 0.369 5.760 -0.492
O -3.427 0.253 7.197 -0.400
C -4.126 -0.582 6.178 -0.635
H -0.675 3.512 8.798 0.319
H 1.073 3.139 8.685 0.379
H 0.121 2.172 9.749 0.321
H 0.566 1.066 7.441 0.145
H -0.316 2.361 6.561 -0.023
H -5.124 -0.678 6.633 0.262
H -3.696 -1.580 6.237 0.330
H -4.104 -0.233 5.167 0.231
C -2.473 3.752 4.497 -0.307
C -3.617 4.653 4.008 -0.627
O -3.611 4.498 2.561 -0.311
C -4.195 3.434 2.111 0.825
O -4.763 2.526 2.679 -0.638
O -3.997 3.436 0.764 -0.286
C -4.288 2.221 0.160 -0.159
H -2.725 2.725 4.353 0.107
H -2.248 3.956 5.543 0.412
H -1.633 3.897 3.851 -0.046
H -3.392 5.693 4.191 0.373
H -4.585 4.331 4.432 0.324
H -3.801 1.383 0.637 -0.030
H -3.796 2.334 -0.794 -0.016
H -5.362 2.066 0.157 0.437
C 5.926 -5.982 -5.538 -1.418
C 4.456 -5.796 -5.219 0.026
O 4.116 -4.566 -5.838 -0.277
C 2.810 -4.203 -5.706 0.535
O 1.948 -4.747 -5.053 -0.399
O 2.678 -3.035 -6.373 -0.335
C 1.369 -2.410 -6.344 -0.122
H 6.110 -6.942 -5.085 0.421
H 6.451 -5.240 -5.006 0.336
H 6.199 -6.083 -6.608 0.312
H 4.327 -5.643 -4.142 0.183
H 3.856 -6.620 -5.725 0.341
H 0.584 -3.156 -6.581 0.213
H 1.417 -1.489 -6.877 0.340
H 1.164 -1.958 -5.360 -0.201
C -4.258 -3.989 1.922 -1.583
C -3.339 -3.106 1.148 0.532
O -1.970 -3.405 1.357 -0.227
C -1.253 -3.986 0.433 0.871
O -1.676 -4.382 -0.613 -0.614
O -0.016 -4.036 0.848 -0.363
C 1.059 -4.474 0.064 -0.287
H -3.978 -3.975 2.977 0.338
H -4.222 -5.006 1.556 0.335
H -5.198 -3.472 1.957 0.452
H -3.575 -2.044 1.320 0.048
H -3.513 -3.183 0.053 0.072
H 1.826 -3.714 0.222 0.194
H 0.719 -4.498 -0.963 -0.171
H 1.365 -5.440 0.284 0.488
C 1.049 -1.480 -2.324 -0.159
C 1.217 -0.822 -0.964 -0.072
O -0.028 -0.899 -0.180 0.585
C 0.058 -0.563 1.131 0.276
O 1.101 -0.399 1.765 -0.540
O -1.160 -0.536 1.572 -0.174
C -1.197 -0.089 2.961 -0.856
H 0.228 -0.966 -2.869 -0.295
H 0.866 -2.533 -2.370 -0.091
H 1.940 -1.381 -2.923 -0.097
H 1.377 0.248 -1.074 -0.420
H 2.030 -1.291 -0.370 0.563
H -0.890 -0.864 3.593 0.681
H -2.220 0.132 3.249 0.350
H -0.613 0.744 3.192 0.192
C -2.665 -1.705 -2.492 0.487
C -3.273 -0.473 -1.833 0.341
O -3.006 0.646 -2.828 -0.341
C -2.172 0.215 -3.751 0.566
O -1.798 0.877 -4.648 -0.594
O -1.831 -1.059 -3.510 -0.251
H -3.370 -2.253 -3.145 0.365
H -2.077 -2.295 -1.827 -0.645
H -2.789 -0.286 -0.873 -0.315
H -4.384 -0.501 -1.725 0.464
C 2.198 -0.044 4.553 0.352
C 3.357 0.491 3.682 0.062
O 3.321 1.864 3.995 -0.357
C 2.596 2.063 5.107 0.644
O 2.380 3.166 5.515 -0.554
O 2.132 0.900 5.575 -0.280
H 2.369 -0.959 5.056 0.470
H 1.214 -0.117 4.005 -0.492
H 3.211 0.383 2.599 -0.041
H 4.393 0.049 3.888 0.206
C -0.436 -6.348 -3.671 -0.226
C -0.923 -4.910 -3.702 0.604
O -1.196 -4.664 -5.121 -0.450
C -1.019 -5.791 -5.852 0.649
O -1.126 -5.874 -7.033 -0.566
O -0.746 -6.822 -4.989 -0.421
H -1.008 -6.913 -2.970 0.448
H 0.633 -6.422 -3.461 0.094
H -0.165 -4.217 -3.378 -0.670
H -1.827 -4.750 -3.108 0.544
C 5.814 -1.275 -3.523 -0.317
C 4.551 -1.427 -4.368 -0.327
O 3.710 -2.435 -3.651 0.042
C 4.563 -3.167 -2.887 0.499
O 4.231 -4.098 -2.258 -0.556
O 5.802 -2.606 -2.842 -0.457
H 5.833 -0.480 -2.778 0.196
H 6.674 -1.307 -4.149 0.310
H 4.682 -1.862 -5.378 0.393
H 3.989 -0.499 -4.545 0.313
C -0.576 4.597 -3.471 -0.449
C -2.046 4.331 -3.212 -0.475
O -2.050 3.617 -1.908 -0.206
C -0.837 3.072 -1.749 -0.048
O -0.502 2.283 -0.924 0.321
O 0.036 3.500 -2.710 -0.362
H -0.242 5.615 -3.228 0.263
H -0.265 4.458 -4.480 0.381
H -2.596 3.650 -3.921 0.281
H -2.587 5.289 -3.017 0.279
C 2.984 2.369 -0.391 -0.187
N 3.880 1.486 -1.245 1.001
O 4.984 1.295 -0.835 -0.625
O 3.452 0.956 -2.267 -0.509
H 2.646 1.750 0.452 -0.264
H 2.153 2.656 -1.006 0.004
H 3.546 3.214 -0.098 0.571
```

---

no.,molar mass (g mol⁻¹)
1,802.9
2,60.1
3,670.6
4,1126.0